The following is a quantum chemistry calculation of an isolated molecule of C23H27N3O6S, from the Open Molecules 2025 dataset.

Atoms and positions in Å:
H: -5.397 -1.026 1.196
C: 2.153 -2.767 1.371
C: -0.133 -2.857 0.761
H: 0.406 4.310 2.198
H: 2.771 0.783 -2.412
H: 5.197 1.884 0.864
O: -3.531 -0.134 -2.182
C: -1.160 -0.999 -0.389
C: 5.323 -0.222 -1.916
H: 1.441 2.513 0.683
C: -3.155 1.290 0.345
C: -1.274 2.392 1.379
H: 5.890 0.243 0.783
C: 5.140 0.914 0.357
H: 6.374 1.539 -1.289
H: 2.290 -0.829 -2.966
C: -2.220 3.270 -0.641
H: 5.941 -0.967 -1.408
C: -1.353 -3.546 0.725
C: -2.350 -1.684 -0.401
C: -4.571 -0.376 1.475
O: -0.418 4.414 0.297
N: 3.852 0.321 0.606
O: -4.916 -1.779 -0.984
H: 2.632 3.578 1.453
H: -3.803 -0.978 1.976
C: 2.326 -1.502 0.904
H: 1.041 5.524 1.071
C: -2.212 1.373 1.361
C: 1.215 -0.788 0.300
H: 5.720 -0.063 -2.931
H: 3.585 0.050 -3.822
H: 3.038 0.752 0.177
H: -3.878 2.190 -1.450
S: -3.827 -0.848 -0.982
C: -2.459 -2.950 0.165
H: -0.555 2.411 2.183
N: -4.103 0.248 0.261
H: -3.418 -3.443 0.136
O: 4.047 -0.814 -1.996
C: 1.816 3.532 0.738
H: -4.926 0.395 2.157
H: -2.194 0.638 2.153
C: -1.263 3.353 0.374
C: -3.153 2.259 -0.656
O: 4.631 -1.637 1.442
C: -0.033 -1.565 0.216
C: 0.702 4.487 1.156
C: 3.720 -0.955 1.001
H: -1.078 -0.024 -0.843
H: 4.645 1.798 -1.547
O: 1.258 0.374 -0.104
C: 5.384 1.103 -1.143
H: -2.209 4.024 -1.413
C: 3.136 -0.155 -2.842
H: 2.188 3.811 -0.245
H: 2.998 -3.281 1.807
N: 0.976 -3.422 1.330
H: -1.415 -4.538 1.147
H: 0.904 -4.359 1.703

Atoms 1-3, force components in eV/Å:
H -0.02 0.01 0.24
C 0.16 0.27 -0.01
C -0.41 0.45 -0.31

* energy relative to the best compared isomer or geometry (same formula, charge and spin): 36.1 kcal/mol
* HOMO-LUMO gap: 8.053 eV
* total charge: 0
* multiplicity: 1
* calculated total energy: -1906.55364 Ha
* LUMO energy: -0.172 eV
* highest occupied orbital energy: -8.23 eV